(1)
{"formula": "C17H36B3Br2F5O13P2S", "method": "the ωB97M-V functional and the def2-TZVPD basis", "lumo_ev": -0.58, "largest_force_ev_per_a": 7.324, "homo_energy_ev": -9.57, "orbital_gap_ev": 9.000, "e_above_lowest_kj_mol": 137.1, "symbols": ["C", "C", "Br", "C", "Br", "B", "O", "B", "O", "B", "S", "O", "O", "C", "F", "F", "C", "F", "F", "F", "O", "H", "H", "H", "H", "H", "H", "O", "P", "O", "C", "C", "O", "C", "C", "O", "C", "C", "H", "H", "H", "H", "H", "H", "H", "H", "H", "H", "H", "H", "H", "H", "H", "O", "P", "O", "C", "C", "O", "C", "C", "O", "C", "C", "H", "H", "H", "H", "H", "H", "H", "H", "H", "H", "H", "H", "H", "H", "H"], "positions_angstrom": [[0.70729, -3.69231, 5.42326], [1.18392, -2.54725, 4.54352], [1.01258, -0.89750, 5.62864], [0.33420, -2.34469, 3.24509], [-1.27873, -1.37257, 3.65007], [-0.04779, -3.65138, 2.49107], [-1.05203, -3.59191, 1.53113], [-0.77566, -4.32945, 0.41843], [-0.02470, -5.52615, 0.50811], [0.80374, -5.56081, 1.56530], [2.40970, -6.61022, 1.53529], [2.68501, -7.12142, 2.85200], [2.35571, -7.63745, 0.53022], [3.73696, -5.42615, 0.98154], [4.81519, -6.10891, 0.64356], [3.25339, -4.82646, -0.12878], [4.10458, -4.29127, 1.99711], [5.38716, -3.98991, 1.84202], [3.92490, -4.63992, 3.25369], [3.39582, -3.19354, 1.73350], [0.56269, -4.87921, 2.71592], [1.05650, -3.54165, 6.44114], [1.13347, -4.63377, 5.06817], [-0.37650, -3.81356, 5.38363], [2.24753, -2.58015, 4.32406], [0.94365, -1.73402, 2.57125], [-1.12198, -4.02326, -0.66967], [-2.38131, -1.11218, -1.46412], [-3.55347, -0.37085, -2.00636], [-4.35841, -1.57883, -2.74840], [-5.04487, -2.55973, -1.97139], [-6.32619, -2.02734, -1.35473], [-2.86466, 0.28951, -3.33073], [-1.45726, 0.53142, -3.39943], [-0.75035, -0.58225, -4.14151], [-4.81021, 0.61983, -2.01165], [-4.61428, 2.04554, -1.81205], [-4.55254, 2.78252, -3.13730], [-4.37622, -2.95283, -1.19879], [-5.27840, -3.37596, -2.65437], [-6.11485, -1.27520, -0.59211], [-6.88709, -2.83582, -0.88412], [-6.94900, -1.55451, -2.11358], [-1.03509, 0.67129, -2.40451], [-1.32425, 1.47458, -3.93502], [-1.01549, -1.55768, -3.73505], [0.33185, -0.45622, -4.08584], [-1.04743, -0.58317, -5.19147], [-3.72730, 2.23510, -1.20509], [-5.47811, 2.38807, -1.24456], [-3.53560, 2.81981, -3.52186], [-4.89009, 3.81152, -3.00935], [-5.17122, 2.28605, -3.88295], [2.39594, 3.76450, -2.02262], [2.37727, 3.96691, -0.56584], [1.62221, 2.74132, 0.13919], [2.18868, 1.42847, 0.08942], [3.38710, 1.27026, 1.00707], [1.26386, 5.13389, -0.34787], [0.79155, 5.92104, -1.44043], [-0.52368, 5.38682, -1.96782], [3.27045, 4.42111, 0.66976], [3.89862, 5.72755, 0.66941], [3.06744, 6.74158, 1.43419], [2.46238, 1.17748, -0.93919], [1.40333, 0.74081, 0.40261], [4.23489, 1.86283, 0.65839], [3.69635, 0.22387, 1.03291], [3.16165, 1.59933, 2.02129], [1.53753, 5.97764, -2.23255], [0.65258, 6.93659, -1.06109], [-0.45725, 4.32004, -2.18222], [-0.81918, 5.91300, -2.87651], [-1.30850, 5.51454, -1.21995], [4.10122, 6.05938, -0.35044], [4.85780, 5.59522, 1.16710], [2.34070, 7.22711, 0.78671], [3.71105, 7.52139, 1.84251], [2.52124, 6.25953, 2.24302]], "mulliken_charge": [-1.09, 0.02, -0.14, -0.13, -0.06, 0.32, -0.46, 0.58, -0.33, -0.15, 1.17, -0.65, -0.67, 0.50, -0.25, -0.24, 0.74, -0.28, -0.23, -0.23, 0.11, 0.48, 0.22, 0.26, 0.25, 0.38, -0.12, -0.63, 1.15, -0.41, -0.10, -1.03, -0.40, -0.25, -1.22, -0.33, -0.35, -0.95, 0.07, 0.34, 0.25, 0.43, 0.24, 0.37, 0.32, 0.27, 0.35, 0.33, 0.32, 0.36, 0.14, 0.38, 0.32, -0.75, 0.94, -0.25, -0.23, -1.13, -0.30, -0.36, -0.99, -0.28, -0.32, -0.93, 0.32, 0.27, 0.39, 0.30, 0.29, 0.38, 0.33, 0.17, 0.38, 0.29, 0.31, 0.36, 0.15, 0.38, 0.29]}

(2)
{"formula": "C5H9NO", "method": "the ωB97M-V functional and the def2-TZVPD basis", "lumo_ev": 1.09, "smiles": "C[C@H]1N[C@H]1[C@H]1CO1", "largest_force_ev_per_a": 3.007, "homo_energy_ev": -8.65, "orbital_gap_ev": 9.735, "e_above_lowest_kj_mol": 476.9, "symbols": ["C", "C", "N", "C", "C", "C", "O", "H", "H", "H", "H", "H", "H", "H", "H", "H"], "positions_angstrom": [[1.84129, 0.82557, 0.27034], [0.77831, 0.38427, 1.25214], [-0.59418, 0.88650, 1.18639], [-0.33557, -0.51547, 0.83960], [-0.44087, -1.02101, -0.56468], [-1.65221, -0.57796, -1.47157], [-0.36659, -0.06007, -1.58487], [2.63332, 0.07056, 0.21805], [2.29413, 1.77406, 0.57895], [1.43603, 0.95316, -0.73571], [1.13954, 0.27317, 2.27675], [-0.71258, 1.43272, 0.33279], [-0.70040, -1.23496, 1.57048], [-0.95464, -1.94837, -0.83872], [-1.90984, -1.16462, -2.36928], [-2.45574, -0.07752, -0.96065]], "mulliken_charge": [-1.23, 0.05, -0.72, -0.01, -0.09, -0.57, -0.39, 0.30, 0.35, 0.31, 0.37, 0.31, 0.36, 0.36, 0.33, 0.26]}